# 1
DFT (ωB97M-V/def2-TZVPD) results for a 12-piece molecular cluster, C32H88Br8O32P8 overall in a non-equilibrium geometry.

```
168
Properties=species:S:1:pos:R:3:forces:R:3
H 1.2838 -4.6357 -5.9830 -0.26 0.00 -0.21
H -2.2434 -2.2640 -3.2755 0.14 -0.24 -0.21
H -0.0354 -0.0519 3.9764 0.28 0.13 -0.69
C -2.7624 -3.1436 -2.8947 -0.28 1.45 0.09
P -2.5521 5.4339 3.2679 0.00 1.24 2.23
P 1.2451 -1.7307 -4.7032 0.81 -0.21 -1.66
O -2.0220 -5.6441 4.2008 2.03 -1.79 1.92
H -5.0687 7.3944 2.3274 0.06 -0.40 -0.36
O 1.2585 1.5779 3.6500 0.92 0.30 0.77
H 0.6551 0.4822 5.4269 0.76 0.50 0.08
P 1.6656 4.4112 -5.8014 0.61 0.75 -0.15
O -4.9951 0.4591 4.5921 -0.75 -1.42 -0.15
H 2.0243 1.4694 -7.3024 -0.44 0.33 -0.07
O 4.6895 1.5535 -1.3175 1.70 2.14 0.48
O -1.5516 -8.2152 4.4748 -0.27 -0.69 -0.35
C -2.4350 -5.5927 2.8887 -1.89 1.10 -1.22
H -1.8271 -1.7179 6.4730 0.22 -0.02 0.04
O -4.6825 -1.9915 3.6521 1.21 2.21 3.17
Br -1.3488 -2.2515 1.0170 0.15 0.09 -0.06
H -3.2065 1.4553 -2.4703 -0.08 -0.37 -0.30
C 2.2996 1.8935 -6.3368 0.61 -1.39 -0.05
O 0.3017 -1.6694 -3.5790 0.25 -0.23 -0.13
H -1.2133 -2.6684 -5.8140 -0.01 0.47 0.21
H 3.3104 0.9437 -0.0495 0.21 -0.20 0.96
H -0.5923 -4.5772 6.9222 0.06 0.02 -0.25
O 1.4467 -3.6579 0.0669 1.26 0.00 1.98
Br -2.5066 -4.5543 -4.2365 -0.44 0.29 0.46
C -6.4131 0.1864 5.0259 1.32 -0.25 -0.20
H 4.8614 -5.0757 -1.4990 0.83 -0.22 -0.20
Br 0.6027 1.6913 -0.5475 -0.20 -1.13 -0.11
O 2.7576 -4.1192 2.2389 0.44 0.44 -2.32
H -1.2802 -1.6470 -7.2770 0.37 0.42 0.28
C -1.0421 4.5702 1.3368 1.06 0.10 -2.00
H 3.1929 1.3279 -6.0721 0.28 0.30 0.08
C 2.0518 -3.4568 3.2575 -1.84 -0.35 0.52
O 2.6284 3.2648 -6.4416 -0.32 1.13 1.16
H -5.4875 2.8990 -1.0675 -0.60 0.25 0.40
H 1.0062 -5.3498 6.8322 -0.32 -0.68 0.51
C 4.3654 0.7182 -0.2050 -1.01 -1.59 -1.25
H 3.1544 -1.5942 -2.8982 0.43 -0.36 -0.08
H 2.7985 4.4147 -3.3611 -0.13 0.19 0.00
P -1.0250 -6.8773 4.5972 1.39 2.59 -0.25
H 6.6818 2.4609 -3.7195 -0.34 -0.65 0.63
C 0.0608 -5.1998 6.3108 0.37 -0.06 0.34
H -1.4714 1.1489 -2.6387 -0.01 0.24 -0.14
P 2.6610 2.1312 4.2956 0.35 -0.01 -1.09
H -4.8962 -3.5553 -2.4975 0.14 0.06 0.46
H 1.1068 -3.9798 3.4048 -0.04 -0.52 0.05
C 3.7238 -0.0310 3.3150 1.27 -1.34 -0.91
P 2.9163 -3.4678 0.7615 0.67 -2.22 -0.46
H 1.8789 3.1023 -2.6107 -0.11 -0.20 -0.45
H 0.3504 -4.2206 -4.5675 0.14 -0.46 0.43
C 1.3236 -3.6702 -1.3366 0.81 0.75 -0.96
Br -4.3619 -1.4873 -1.1057 0.07 -0.50 -0.84
C -4.2387 -2.7029 -2.6682 0.34 -1.00 -0.09
H 8.8840 2.9843 -1.9647 -0.59 -0.26 -0.52
H 1.0549 -0.6071 0.4440 0.01 0.64 0.56
H 4.4227 -0.2643 -0.6735 -0.22 -0.30 0.49
H -3.1284 -2.7392 7.0311 0.09 -0.44 -0.30
H -3.4384 -5.1969 3.0459 -0.26 0.10 -0.95
C -4.1388 7.4674 2.8914 -1.28 0.46 0.03
O 2.5686 2.9473 5.5229 0.10 -1.10 -1.08
O 5.5661 3.4366 0.3148 0.60 -0.75 -2.55
H -5.6454 3.9393 2.9242 0.42 0.20 -0.46
H 1.2909 -7.6626 2.2473 -0.19 -0.19 0.19
H -5.5958 1.1845 -1.0489 -0.25 -0.18 0.42
H 1.8595 -5.2767 -4.5457 0.45 0.76 0.94
H -0.5191 -7.7600 2.1270 0.11 -0.30 0.63
H 2.1953 -3.1680 -1.7562 0.03 0.15 -0.28
H -0.5957 1.4153 4.6614 0.27 0.47 -0.22
O 2.0670 -3.1192 -4.9151 -0.05 0.35 1.07
H 1.7079 4.3503 2.4453 -0.11 -0.63 0.97
H -1.8654 -4.8754 2.2979 0.23 -0.02 0.02
H -1.3543 2.9754 -4.4175 0.03 0.06 0.33
H 1.1839 4.7149 -2.5960 0.36 0.17 0.11
C -5.6021 2.0529 -0.3901 -0.14 0.00 0.12
H -1.9352 -0.1251 -0.2232 0.09 -0.54 -0.28
H -0.6540 3.5537 1.2730 -0.61 -0.18 0.22
H 2.9716 3.9798 1.3586 0.13 0.24 -0.12
H 3.8748 -0.0432 -3.1134 -0.62 0.62 -0.43
H -4.4210 7.2412 3.9196 0.57 -0.18 0.02
H -3.9031 -1.6484 1.7514 -0.06 0.23 0.26
O -2.4877 5.9802 4.6708 0.00 -1.74 -2.20
O 3.7576 -4.6658 -0.0110 -1.28 2.34 1.49
O 1.0599 3.8330 -4.3992 0.25 -0.09 -2.32
H -7.1123 0.6325 4.3187 0.37 0.24 -0.02
H -5.6769 -1.7656 1.8796 -0.07 -0.13 -0.03
H 5.0205 0.6665 0.6646 -0.06 0.82 -0.11
H -1.9190 4.7647 0.7193 -0.46 -0.51 0.44
H -6.6232 -0.8829 5.0515 0.25 -0.01 0.01
H 4.9385 2.6623 -4.1440 0.04 -0.05 0.17
H 0.6184 3.7181 -8.8319 -0.61 -0.20 0.29
C -2.7483 -2.2081 6.1584 1.47 -0.41 1.14
H 9.1072 1.8482 -0.6671 -0.39 -0.34 -0.07
O 3.5973 -2.1597 0.7116 -0.95 -0.45 -0.11
C 0.2758 -0.2377 -0.2228 -0.20 -0.75 1.12
H -4.9231 3.3536 4.3829 0.61 -0.38 -0.21
H -6.8126 1.2856 1.3559 0.43 -0.46 -0.56
C -2.3698 1.4646 -3.1689 0.05 0.09 -0.39
O -0.6351 -6.4640 6.0741 0.91 0.72 -0.66
H 5.2808 -3.4761 -1.0976 -0.55 0.52 0.86
H -1.2460 0.2528 1.2805 0.30 -0.40 0.37
H 4.3613 -1.2611 -4.2625 0.23 -0.55 0.61
H -5.0970 5.0183 4.2162 0.44 0.44 -0.44
O -3.1433 6.6142 2.3237 0.41 -0.68 0.05
O -3.5281 4.1427 2.9971 0.39 1.21 0.62
C 5.8187 3.1262 -3.6988 0.64 -0.30 -0.17
O 7.1054 1.9162 -1.3192 0.36 1.62 0.74
H 4.7720 0.0402 3.0249 0.10 0.18 -0.28
O 5.5169 3.6406 -2.3838 0.57 -0.25 1.16
H 3.3529 5.0003 2.7160 -0.02 -0.28 0.48
H 0.4527 -4.6801 5.4365 -0.92 -0.14 -0.49
O 0.4463 4.3364 -6.8411 -0.87 -0.55 2.33
O 0.3219 -6.5064 3.6644 -2.16 -1.19 2.44
O 3.5490 0.7235 4.4607 -1.71 3.66 0.85
C -4.8382 4.1368 3.6296 -0.18 -0.29 0.66
H 1.6507 -2.4819 2.9806 0.94 0.51 0.17
C 3.5180 -0.9120 -3.6666 1.12 -0.71 0.63
H -0.0442 5.3955 -8.5507 -0.55 -0.43 0.22
O -3.6763 -1.2079 5.9004 -1.75 0.89 -2.23
C 0.3193 0.8581 4.4605 -0.87 -0.65 0.45
C -1.1202 -0.4245 0.4358 0.73 1.19 -0.64
C 1.3670 -4.3819 -4.9262 -0.85 0.45 -1.71
H 3.1155 0.2578 2.4578 -0.23 -0.18 0.20
H 2.5905 -3.5637 4.1990 0.23 0.63 -0.23
H -2.4706 -2.8532 5.3248 -0.51 -0.15 -0.08
H 0.4628 -3.0780 -1.6469 -0.11 -0.33 0.18
O 2.5203 -0.6994 -4.6213 -3.45 -0.23 -1.52
C -0.6330 -2.2410 -6.6317 0.28 -0.71 0.45
O -2.6368 -0.2098 3.7300 -2.38 -1.18 0.62
O 0.5336 -1.5016 -6.1752 0.91 0.39 1.39
H -0.3149 -3.1129 -7.2034 0.33 0.13 -0.17
H -0.2958 5.1579 0.8022 0.34 0.26 0.21
H 0.3068 -6.2859 1.7427 0.24 -0.24 -0.69
H -2.2006 -3.4126 -2.0002 -0.53 -0.39 0.06
Br -8.5790 1.7531 -0.3644 1.30 0.30 0.44
H 3.6158 -1.0735 3.6142 -0.47 -0.07 -0.35
C 1.7956 4.0277 -3.1806 -0.08 0.41 0.39
C 2.7741 4.1252 2.4207 0.71 -0.22 -1.47
C 0.3413 -7.1512 2.4047 0.46 1.16 -1.52
P -3.8984 -0.7241 4.3710 0.43 1.08 0.10
H -3.1241 3.1456 -4.3957 0.05 -0.32 0.12
H 8.3762 3.3885 -0.3736 -0.61 -0.07 0.16
C 0.6121 4.6018 -8.1939 1.62 1.01 -1.40
O 3.3147 2.8869 2.9583 -1.48 -1.08 2.32
H -2.5307 -6.5269 2.3353 0.22 -0.27 0.35
Br -3.8252 2.0325 0.4927 -0.87 -0.21 0.18
H -4.5940 -3.1983 2.1349 -0.35 -0.01 -0.58
Br -2.2499 4.1043 -2.2708 0.26 -0.20 -0.70
C 5.0232 -4.4295 -0.6363 -0.16 -1.54 -1.17
C -2.2536 2.8353 -3.8177 -0.07 0.12 0.59
H -4.6838 -2.1872 -3.5191 0.49 0.25 0.07
C -4.7288 -2.1263 2.2786 0.30 -0.63 -1.57
H -6.9730 2.9393 1.2274 0.27 0.47 -0.78
O 2.3021 5.7547 -5.6994 -0.53 -2.03 -0.11
H 0.4841 -0.9108 -1.0545 -0.65 0.78 -0.83
H 1.5914 1.5999 -5.5620 -0.33 0.58 -0.13
C -6.8099 2.0664 0.5954 -0.22 -0.30 -0.21
H 5.8264 -4.8371 -0.0224 -0.04 0.30 0.03
H -3.9145 8.5331 2.8457 0.82 -0.19 -0.06
P 5.7326 2.7616 -1.0104 -0.56 -0.74 -1.12
Br -2.6078 0.0882 -4.5823 -0.17 0.53 0.33
H 1.5962 5.0354 -8.3723 0.29 0.07 0.09
O -1.1046 5.0206 2.6571 -2.55 0.64 1.36
H -6.5393 0.5995 6.0267 0.11 0.06 -0.19
H 6.2160 3.8690 -4.3905 -0.70 0.89 0.46
H 1.3383 -4.6658 -1.7802 -0.33 -0.20 0.42
C 8.3980 2.5628 -1.0848 0.26 0.07 0.45
```
Forces are in eV/Å.

## Properties
- E_HOMO (eV) = -10.125
- maximum force (eV/A) = 4.129
- gap between HOMO and LUMO (eV) = 10.07
- structure (SMILES) = COP(=O)(OC)OC.COP(=O)(OC)OC.COP(=O)(OC)OC.COP(=O)(OC)OC.COP(=O)(OC)OC.COP(=O)(OC)OC.COP(=O)(OC)OC.COP(=O)(OC)OC.BrCCBr.BrCCBr.BrCCBr.BrCCBr
- lowest unoccupied orbital energy (eV) = -0.0592

---

# 2
DFT (ωB97M-V/def2-TZVPD) results for one molecule with the formula C3H8N2OS in a non-equilibrium geometry.

```
15
Properties=species:S:1:pos:R:3:forces:R:3
H 1.8658 1.0353 1.2493 0.37 0.11 0.11
H 1.9084 2.0415 -0.3994 -0.40 -1.48 1.90
C 1.4894 1.1542 0.2393 0.24 1.59 -2.83
H -2.6437 -0.9299 -0.6068 -0.39 -1.25 0.48
S -0.7554 0.1145 0.4001 -0.78 -1.03 1.16
H -2.9663 0.8026 -0.1582 1.28 -1.28 -1.83
C -2.2541 0.0423 -0.7194 -0.35 2.19 4.47
H -1.9780 0.1721 -1.7003 0.53 1.02 -2.20
N 0.0410 -1.1736 0.4771 0.50 0.25 0.15
N 0.0364 1.4169 0.2308 -0.47 -0.34 -0.35
C 1.4339 -1.1457 -0.0245 -0.32 -2.39 1.51
H 1.3571 -1.8060 -0.8313 0.64 -1.35 -1.28
H -1.5224 -0.0464 1.6355 0.48 0.69 -1.36
O 1.8837 0.0210 -0.5918 -0.28 1.52 1.50
H 2.1043 -1.6987 0.7994 -1.05 1.75 -1.43
```
Forces are in eV/Å.

## Properties
- energy relative to the best compared isomer or geometry (same formula, charge and spin) (kJ/mol) = 588.6
- E_HOMO (eV) = -8.818
- maximum force (eV/A) = 4.984
- gap between HOMO and LUMO (eV) = 9.30
- structure (SMILES) = C[SH]1=NCOCN=1
- lowest unoccupied orbital energy (eV) = 0.4835

---

# 3
DFT (ωB97M-V/def2-TZVPD) results for a 14-piece molecular cluster, C5H37NO14 overall in a non-equilibrium geometry.

```
57
Properties=species:S:1:pos:R:3:forces:R:3
H -2.5981 3.7279 0.3115 -2.34 0.04 -0.51
O -0.4702 -3.1492 -1.8865 0.23 0.43 -2.02
C -2.7102 0.6716 1.0736 -2.49 -2.12 -0.25
H -1.2411 -0.1971 -2.6894 -1.31 0.34 -2.66
O -0.8710 -0.4519 -1.8815 1.55 -0.50 3.20
H 0.0152 -3.3504 -1.1188 1.78 -0.54 1.51
O 2.4549 1.2286 -2.1472 0.53 0.69 0.90
O 1.8631 4.0660 -2.2306 -0.99 0.12 -1.10
O -1.7639 3.9878 0.6189 3.09 -0.61 0.52
H 0.7294 -0.8417 -3.0772 0.56 -0.20 -0.35
H -0.7250 1.3985 -1.4829 0.53 -1.10 0.04
H -0.5702 2.9105 -1.8275 -0.38 -0.54 -0.01
H 1.8955 -3.5724 3.4489 1.54 0.61 -0.43
O 0.2700 -2.8733 2.5721 -0.84 0.55 0.64
H 2.0560 4.5029 -1.4151 0.35 0.04 0.77
H 1.0996 1.8019 2.0244 0.07 -0.48 -0.24
H 2.6794 -0.0623 0.9713 -1.99 0.56 -1.13
H -0.6762 -0.6442 2.0725 -0.44 0.33 0.52
C 1.5469 0.0830 0.7452 0.49 -0.61 -0.90
O -1.8629 0.7299 -4.1378 1.45 -1.25 -1.11
H -4.3841 2.2944 -1.2122 0.08 0.53 0.43
N -1.4693 1.1765 1.2773 3.10 -2.10 1.96
H -0.3996 -3.5622 2.5791 -0.09 -0.29 0.24
H 1.2953 0.6272 -0.2109 0.86 -0.22 1.06
H 2.0660 -3.8899 1.5451 0.47 0.10 1.08
H 1.1687 -0.9491 0.5017 0.45 0.58 0.67
H 1.7837 0.8291 4.0344 -0.16 0.38 0.27
H 1.1779 -0.7540 3.6436 0.04 -0.11 -0.17
O 1.7323 -3.7029 0.6751 -0.65 0.20 -1.50
H -3.4641 1.0668 0.3971 0.85 1.07 -0.06
H 2.0326 3.1239 -2.1726 0.68 -0.22 0.41
C 1.6801 0.1215 3.2278 0.97 -0.41 0.05
H 3.0550 0.4688 -2.1830 -0.48 0.22 -0.35
O 2.8315 -3.4137 3.1333 -0.90 0.99 0.44
H 2.8641 -2.4324 2.9490 -0.18 -1.70 0.39
H -2.5743 1.1156 -3.6356 0.50 1.14 0.03
H -0.5151 -1.5264 0.4696 -1.13 -1.63 -1.15
H -1.0191 1.2294 -4.3107 -2.03 0.02 0.71
H -1.3241 -3.2929 -1.5264 -1.69 -0.31 0.03
H 0.0732 -2.4748 1.7112 0.56 -0.75 0.25
O -3.0341 -0.4068 1.6128 1.15 1.33 -0.07
H -0.7497 -1.4211 -1.7847 -0.22 0.06 -0.54
H -0.8503 0.6940 3.2266 -0.10 -0.07 0.11
H 2.2726 -4.2425 0.1096 0.39 -0.31 -0.58
C -0.5195 0.4309 2.2184 -1.20 0.03 -0.63
O -1.1564 -2.3105 0.3796 1.64 2.10 0.37
O 1.5462 -0.8362 -3.6204 -0.64 -0.11 0.36
H 1.6162 -1.7291 -3.9725 -0.04 0.01 -0.09
H -1.8402 -1.9722 0.9415 -1.34 -0.14 0.60
O -3.6046 2.7116 -0.8000 0.00 -0.25 -2.27
H -0.8560 1.8135 0.7847 -1.23 1.31 -1.06
O -1.1911 2.1468 -1.8276 0.34 2.14 -0.14
H 2.7403 -0.1689 2.9654 -1.21 0.31 0.18
H -1.7424 4.7561 1.1737 -0.56 0.53 0.23
H -2.9834 2.7967 -1.5941 -0.63 -0.24 1.68
C 0.9388 0.7022 2.0057 1.02 0.71 0.30
H 1.6817 1.0146 -2.6556 -0.06 -0.63 -0.63
```
Forces are in eV/Å.

## Properties
- energy relative to the best compared isomer or geometry (same formula, charge and spin) (kJ/mol) = 280.8
- multiplicity = 2
- E_HOMO (spin up / spin down) (eV) = -13.588 / -13.586
- maximum force (eV/A) = 4.226
- expectation value of S² = 0.780
- gap between HOMO and LUMO (spin up / spin down) (eV) = 9.91 / 4.83
- net charge = +1
- lowest unoccupied orbital energy (spin up / spin down) (eV) = -3.6778 / -8.7581

---

E per entry: -734796.66332, -19098.40169, -35930.91867 eV